Record 1
12 unconnected molecules or ions with the total composition C27H83N19O12, computed with wB97M-V/def2-TZVPD.

Results
Energy above the lowest of the compared OMol25 structures with the same formula, charge and spin = 687.6 kJ/mol
Gap between HOMO and LUMO = 8.30 eV
LUMO energy = 0.18 eV
Total energy = -82226.252 eV
Total charge = 0
HOMO = -8.126 eV

Each line ends with the Löwdin charge.
Geometry (Å):
C (18.480, -14.805, 16.823)  -0.11
O (19.652, -14.369, 16.207)  -0.21
C (20.833, -14.616, 16.940)  -0.16
C (22.022, -13.722, 16.508)  -0.39
C (22.370, -13.810, 15.023)  -0.03
N (23.191, -14.162, 17.241)  0.06
H (17.627, -14.700, 16.153)  0.07
H (18.200, -14.180, 17.671)  0.08
H (18.530, -15.855, 17.111)  0.10
H (20.526, -14.485, 17.977)  0.10
H (21.192, -15.643, 16.862)  0.13
H (21.820, -12.705, 16.846)  0.11
H (23.219, -13.255, 14.624)  0.08
H (21.558, -13.387, 14.432)  0.05
H (22.504, -14.840, 14.693)  0.07
H (23.609, -14.823, 16.602)  0.03
H (23.836, -13.386, 17.201)  0.02
C (13.623, -15.243, 11.311)  -0.13
O (14.448, -14.879, 12.367)  -0.20
C (13.666, -14.836, 13.615)  -0.17
C (14.579, -14.249, 14.681)  -0.45
C (14.055, -14.218, 16.103)  -0.07
N (15.033, -12.890, 14.292)  0.04
H (14.218, -15.493, 10.433)  0.09
H (12.972, -14.397, 11.089)  0.09
H (13.176, -16.155, 11.705)  0.09
H (12.704, -14.325, 13.661)  0.13
H (13.562, -15.847, 14.011)  0.12
H (15.476, -14.865, 14.747)  0.12
H (13.175, -13.583, 16.199)  0.09
H (14.909, -13.825, 16.655)  0.06
H (13.883, -15.234, 16.460)  0.08
H (15.642, -12.434, 14.955)  0.06
H (15.555, -12.957, 13.430)  0.05
C (20.738, -15.937, 10.746)  -0.13
O (20.210, -14.645, 10.559)  -0.17
C (20.726, -13.779, 11.603)  -0.15
C (21.210, -12.324, 11.089)  -0.41
C (20.221, -11.795, 10.120)  -0.10
N (22.485, -12.254, 10.387)  0.04
H (21.827, -15.904, 10.700)  0.06
H (20.338, -16.532, 9.926)  0.09
H (20.480, -16.445, 11.675)  0.09
H (20.008, -13.717, 12.421)  0.10
H (21.599, -14.147, 12.142)  0.09
H (21.246, -11.580, 11.884)  0.12
H (19.863, -12.492, 9.361)  0.09
H (20.621, -10.913, 9.620)  0.08
H (19.400, -11.321, 10.658)  0.06
H (22.277, -12.349, 9.404)  0.06
H (23.118, -13.011, 10.605)  0.06
C (10.664, -15.044, 21.509)  -0.09
O (11.663, -14.183, 20.942)  -0.21
C (12.816, -14.859, 20.421)  -0.18
C (13.858, -13.852, 19.751)  -0.42
C (14.918, -14.711, 19.196)  -0.12
N (14.547, -12.992, 20.680)  0.04
H (10.242, -15.680, 20.731)  0.08
H (9.951, -14.316, 21.896)  0.09
H (11.105, -15.679, 22.278)  0.08
H (13.308, -15.410, 21.222)  0.12
H (12.495, -15.637, 19.728)  0.11
H (13.342, -13.276, 18.982)  0.13
H (14.508, -15.490, 18.554)  0.07
H (15.247, -15.315, 20.041)  0.09
H (15.730, -14.205, 18.673)  0.07
H (15.389, -13.346, 21.112)  0.07
H (14.014, -12.589, 21.436)  0.07
C (25.928, -12.376, 24.429)  -0.11
O (25.378, -11.810, 23.256)  -0.20
C (26.301, -11.407, 22.240)  -0.16
C (25.703, -11.584, 20.822)  -0.44
C (24.917, -12.839, 20.576)  -0.06
N (26.677, -11.357, 19.807)  0.04
H (26.285, -11.516, 24.996)  0.09
H (26.692, -13.141, 24.289)  0.08
H (25.117, -12.894, 24.940)  0.09
H (26.501, -10.356, 22.449)  0.13
H (27.162, -12.075, 22.291)  0.12
H (24.936, -10.819, 20.707)  0.13
H (23.922, -12.802, 21.018)  0.07
H (25.316, -13.724, 21.072)  0.08
H (24.729, -13.118, 19.539)  0.06
H (27.136, -10.487, 20.036)  0.09
H (26.183, -11.141, 18.952)  0.04
N (26.902, -14.186, 17.479)  0.19
C (27.480, -14.796, 18.471)  -0.78
N (27.720, -13.999, 19.445)  0.17
O (27.920, -15.954, 18.359)  -0.01
H (26.898, -14.745, 16.638)  0.08
H (26.406, -13.312, 17.581)  0.06
H (28.277, -14.290, 20.235)  0.12
H (27.214, -13.157, 19.681)  0.03
N (20.951, -13.214, 20.368)  0.17
C (20.638, -11.973, 20.303)  -0.82
N (19.751, -11.678, 21.196)  0.18
O (21.110, -11.275, 19.436)  0.04
H (20.584, -13.972, 20.925)  0.12
H (21.571, -13.446, 19.604)  0.09
H (19.513, -10.727, 21.438)  0.12
H (19.597, -12.410, 21.874)  0.11
N (23.319, -10.590, 17.409)  0.23
C (24.542, -10.813, 17.200)  -0.72
N (25.240, -9.715, 17.504)  0.15
O (25.052, -11.928, 17.004)  -0.02
H (22.711, -11.389, 17.301)  0.08
H (22.994, -9.653, 17.598)  0.14
H (26.249, -9.687, 17.536)  0.12
H (24.727, -8.850, 17.602)  0.11
N (27.783, -13.020, 13.197)  0.16
C (27.916, -14.172, 13.766)  -0.80
N (26.823, -14.725, 14.127)  0.18
O (29.020, -14.734, 13.790)  0.01
H (28.626, -12.474, 13.097)  0.12
H (26.871, -12.605, 13.072)  0.11
H (26.738, -15.706, 14.354)  0.12
H (25.979, -14.171, 14.120)  0.10
N (22.984, -17.616, 12.247)  0.15
C (23.332, -17.530, 13.522)  -0.80
N (24.135, -16.545, 13.725)  0.18
O (22.888, -18.292, 14.327)  0.06
H (22.467, -18.456, 12.028)  0.12
H (23.243, -16.882, 11.604)  0.08
H (24.437, -16.477, 14.686)  0.05
H (24.324, -15.844, 13.023)  0.11
N (18.891, -10.330, 13.356)  0.17
C (19.581, -10.900, 14.277)  -0.79
N (19.132, -12.123, 14.440)  0.18
O (20.416, -10.394, 15.013)  0.02
H (19.039, -9.378, 13.052)  0.13
H (18.245, -10.901, 12.830)  0.10
H (18.395, -12.328, 13.780)  0.09
H (19.279, -12.659, 15.284)  0.09
N (23.916, -16.844, 18.386)  0.18
C (24.564, -17.106, 17.254)  -0.72
N (24.544, -18.369, 17.006)  0.19
O (24.885, -16.261, 16.433)  -0.03
H (23.575, -17.660, 18.873)  0.10
H (23.744, -15.890, 18.671)  0.08
H (24.670, -18.391, 16.004)  0.11
H (24.217, -19.051, 17.675)  0.13

Record 2
10 unconnected molecules or ions with the total composition C12H47BF4N3O9, computed with wB97M-V/def2-TZVPD.

Results
Gap between HOMO and LUMO = 6.37 eV
LUMO energy = -4.29 eV
Total energy = -47644.534 eV
Total charge = +1
HOMO = -10.655 eV

Each line ends with the Löwdin charge.
Geometry (Å):
O (1.934, -1.107, 2.627)  0.35
H (2.183, -0.185, 2.724)  0.18
H (1.515, -1.341, 1.795)  0.12
H (1.485, -1.527, 3.364)  0.18
O (0.297, -5.345, -0.026)  0.35
H (-0.625, -5.119, -0.170)  0.10
H (0.578, -5.926, -0.736)  0.19
H (0.378, -5.827, 0.800)  0.18
B (0.171, -1.440, -0.727)  -1.53
F (0.934, -0.789, -1.607)  0.23
F (0.450, -2.775, -0.673)  0.15
F (0.407, -0.983, 0.513)  0.19
F (-1.127, -1.428, -1.078)  0.18
C (-4.988, -2.027, 1.805)  -0.04
C (-4.159, -1.200, 0.851)  -0.46
C (-4.700, 0.137, 0.546)  -0.18
O (-5.181, 0.898, 1.652)  -0.16
C (-4.198, 1.395, 2.497)  -0.12
N (-2.778, -1.133, 1.268)  0.05
H (-4.589, -3.021, 2.006)  0.07
H (-5.989, -2.157, 1.394)  0.09
H (-5.079, -1.569, 2.790)  0.08
H (-4.109, -1.769, -0.078)  0.13
H (-5.547, -0.052, -0.113)  0.14
H (-3.941, 0.670, -0.027)  0.12
H (-3.713, 0.653, 3.130)  0.07
H (-4.535, 2.147, 3.211)  0.09
H (-3.522, 1.932, 1.831)  0.09
H (-2.228, -1.005, 0.431)  0.04
H (-2.456, -2.084, 1.377)  0.08
C (6.925, -2.729, 1.180)  -0.07
C (7.262, -1.766, 0.013)  -0.39
C (6.263, -0.588, -0.101)  -0.25
O (5.012, -0.885, -0.603)  -0.16
C (3.994, -0.078, -0.050)  -0.09
N (8.605, -1.130, 0.219)  0.04
H (6.936, -2.260, 2.164)  0.07
H (7.653, -3.532, 1.066)  0.08
H (5.960, -3.232, 1.112)  0.07
H (7.141, -2.390, -0.872)  0.14
H (6.732, 0.230, -0.648)  0.12
H (6.249, -0.180, 0.909)  0.12
H (3.981, 0.806, -0.688)  0.11
H (4.054, 0.097, 1.024)  0.08
H (2.964, -0.421, -0.158)  0.06
H (8.690, -0.501, 1.005)  0.07
H (8.566, -0.545, -0.603)  0.06
C (-2.570, 6.723, -1.843)  -0.06
C (-2.809, 5.236, -1.409)  -0.41
C (-2.512, 4.224, -2.505)  -0.20
O (-2.438, 2.920, -1.979)  -0.24
C (-2.206, 1.873, -2.937)  -0.07
N (-1.913, 5.086, -0.249)  0.05
H (-1.519, 6.909, -2.065)  0.07
H (-2.831, 7.399, -1.028)  0.08
H (-3.068, 7.070, -2.748)  0.07
H (-3.826, 5.074, -1.050)  0.13
H (-1.648, 4.600, -3.053)  0.13
H (-3.352, 4.194, -3.199)  0.13
H (-1.124, 1.932, -3.054)  0.10
H (-2.842, 1.947, -3.820)  0.10
H (-2.295, 0.881, -2.495)  0.08
H (-1.884, 4.090, -0.082)  0.05
H (-1.056, 5.482, -0.607)  0.06
O (-0.742, 1.708, -0.284)  -0.03
H (-1.304, 1.965, -1.015)  -0.03
H (-0.556, 0.781, -0.439)  -0.02
O (-1.997, -4.341, -1.080)  -0.01
H (-2.904, -4.383, -1.382)  0.08
H (-1.747, -3.425, -1.198)  0.03
O (-0.976, 0.310, 3.115)  -0.06
H (-1.586, 0.089, 2.411)  -0.03
H (-1.082, -0.394, 3.755)  0.02
O (3.184, -2.621, -2.031)  -0.04
H (3.517, -1.725, -2.076)  0.01
H (2.232, -2.522, -2.001)  -0.01

Record 3
C3H7N3 in the gas phase, computed with wB97M-V/def2-TZVPD.

Results
Energy above the lowest of the compared OMol25 structures with the same formula, charge and spin = 165.7 kJ/mol
Gap between HOMO and LUMO = 10.61 eV
LUMO energy = 0.85 eV
Total energy = -7692.962 eV
Total charge = 0
HOMO = -9.756 eV

Each line ends with the Löwdin charge.
Geometry (Å):
C (0.515, 1.169, 0.355)  -0.09
C (-0.069, -0.134, -0.115)  -0.60
N (0.361, -0.495, -1.416)  0.08
N (0.363, -1.224, 0.794)  0.04
C (-1.790, 0.093, 0.161)  -0.13
N (-2.928, 0.211, 0.227)  0.07
H (0.512, 1.164, 1.512)  0.12
H (1.531, 1.404, -0.056)  0.09
H (0.105, 2.173, 0.130)  0.08
H (0.184, 0.060, -2.225)  0.09
H (0.085, -1.434, -1.599)  0.08
H (1.198, -0.840, 1.209)  0.06
H (-0.066, -2.147, 1.023)  0.11

Record 4
10 unconnected molecules or ions with the total composition H20O10, computed with wB97M-V/def2-TZVPD.

Results
Energy above the lowest of the compared OMol25 structures with the same formula, charge and spin = 593.6 kJ/mol
Gap between HOMO and LUMO = 10.07 eV
LUMO energy = -0.34 eV
Total energy = -20796.460 eV
Total charge = 0
HOMO = -10.418 eV

Each line ends with the Löwdin charge.
Geometry (Å):
O (-29.080, 27.878, -0.527)  -0.07
H (-29.890, 28.004, -0.063)  -0.05
H (-28.481, 27.323, -0.035)  -0.07
O (-33.785, 25.245, 0.107)  -0.02
H (-34.244, 25.736, 0.790)  0.04
H (-32.943, 24.992, 0.314)  -0.07
O (-27.562, 26.678, 0.986)  0.00
H (-26.920, 27.395, 1.147)  0.12
H (-28.214, 26.612, 1.587)  -0.06
O (-30.175, 24.009, -1.039)  0.05
H (-29.847, 24.378, -1.767)  0.00
H (-31.010, 24.374, -0.841)  0.03
O (-29.372, 26.376, 2.966)  0.06
H (-29.908, 27.037, 2.963)  -0.04
H (-28.475, 26.422, 3.297)  0.09
O (-32.793, 26.329, 3.490)  0.00
H (-32.406, 25.916, 2.702)  0.00
H (-32.490, 27.086, 3.790)  -0.06
O (-31.527, 25.561, 1.128)  -0.12
H (-31.454, 26.417, 0.696)  -0.05
H (-30.648, 25.399, 1.661)  0.09
O (-31.318, 27.532, -0.240)  0.05
H (-31.934, 28.064, 0.128)  0.06
H (-31.547, 27.189, -1.087)  0.11
O (-28.236, 24.046, 0.506)  -0.10
H (-28.758, 23.734, -0.312)  0.05
H (-28.017, 24.910, 0.143)  0.01
O (-29.961, 23.063, 2.211)  -0.11
H (-30.191, 23.264, 3.165)  0.06
H (-29.256, 23.691, 1.912)  -0.01

Record 5
A molecular structure, C22H39Cl2N4O4Ti, computed with wB97M-V/def2-TZVPD.

Results
Multiplicity = 2
Energy above the lowest of the compared OMol25 structures with the same formula, charge and spin = 0.0 kJ/mol
Gap between HOMO and LUMO (spin up / spin down) = 6.81 / 7.85 eV
LUMO energy (spin up / spin down) = 0.31 / 0.31 eV
Total energy = -85761.004 eV
Expectation value of S² = 0.75
Total charge = 0
HOMO (spin up / spin down) = -6.500 / -7.540 eV

Each line ends with the Löwdin spin population.
Geometry (Å):
O (1.477, 1.105, -0.854)  0.00
C (1.399, 1.537, -2.176)  0.00
C (1.400, 3.080, -2.195)  0.00
C (1.019, 3.808, -1.058)  0.00
H (0.697, 3.267, -0.171)  0.00
C (1.033, 5.201, -1.059)  0.00
H (0.766, 5.748, -0.148)  0.00
C (1.415, 5.883, -2.227)  0.00
H (1.448, 6.979, -2.238)  0.00
C (1.787, 5.159, -3.375)  0.00
H (2.106, 5.674, -4.286)  0.00
C (1.787, 3.761, -3.351)  0.00
H (2.086, 3.171, -4.218)  0.00
H (2.297, 1.175, -2.765)  0.00
C (0.424, -0.404, -3.723)  0.00
C (0.070, 0.826, -2.917)  0.01
H (-0.012, -0.373, -4.734)  0.00
H (0.041, -1.299, -3.213)  0.00
H (1.502, -0.532, -3.867)  0.00
C (-0.949, 1.656, -3.277)  0.00
C (-2.116, 1.303, -4.153)  0.00
H (-0.962, 2.683, -2.912)  0.00
H (-2.209, 1.989, -5.013)  0.00
H (-3.053, 1.429, -3.592)  0.00
H (-2.039, 0.281, -4.532)  0.00
Ti (-0.202, -0.073, -0.420)  0.92
Cl (-1.172, 1.759, 0.586)  0.03
Cl (-2.028, -0.734, -1.566)  0.00
C (-2.497, -1.026, 1.587)  0.00
O (-1.294, -1.255, 1.260)  0.00
N (-3.277, -1.897, 2.225)  0.00
C (-2.825, -3.219, 2.654)  0.00
C (-4.700, -1.626, 2.400)  0.00
H (-2.969, -0.077, 1.343)  0.00
H (-1.780, -3.390, 2.384)  0.00
H (-3.464, -3.971, 2.176)  0.00
H (-2.953, -3.288, 3.742)  0.00
H (-4.925, -0.626, 2.019)  0.00
H (-4.973, -1.681, 3.464)  0.00
H (-5.309, -2.362, 1.850)  0.00
H (1.814, -4.962, -0.871)  0.00
H (4.347, -4.081, -0.604)  0.00
C (1.792, -4.176, -1.637)  0.00
C (4.064, -3.246, -1.258)  0.00
N (2.623, -3.043, -1.222)  0.02
H (0.764, -3.851, -1.804)  0.00
C (2.105, -1.894, -0.812)  0.02
O (0.837, -1.705, -0.783)  0.00
H (4.552, -2.330, -0.917)  0.00
H (2.786, -1.087, -0.506)  0.00
H (2.211, -4.600, -2.555)  0.00
H (4.384, -3.485, -2.280)  0.00
C (1.531, 2.211, 2.754)  0.00
N (1.120, 1.019, 3.468)  0.00
C (0.929, 1.207, 4.893)  0.00
C (1.035, -0.171, 2.799)  0.00
O (1.086, -0.178, 1.537)  0.00
N (0.984, -1.368, 3.476)  0.00
C (0.244, -1.627, 4.699)  0.00
C (1.398, -2.549, 2.744)  0.00
H (2.364, 2.684, 3.299)  0.00
H (0.711, 2.945, 2.711)  0.00
H (1.839, 1.957, 1.735)  0.00
H (-0.140, 1.214, 5.161)  0.00
H (1.458, 0.451, 5.484)  0.00
H (1.330, 2.193, 5.160)  0.00
H (-0.424, -2.491, 4.539)  0.00
H (0.944, -1.875, 5.517)  0.00
H (-0.366, -0.780, 4.999)  0.00
H (0.690, -2.798, 1.940)  0.00
H (2.389, -2.395, 2.298)  0.00
H (1.457, -3.387, 3.443)  0.00

Record 6
A molecular structure, C12H28Br4INO9P2SSi2, computed with wB97M-V/def2-TZVPD.

Results
Gap between HOMO and LUMO = 7.74 eV
LUMO energy = -0.66 eV
Total energy = -366256.161 eV
Total charge = 0
HOMO = -8.400 eV

Each line ends with the Löwdin charge.
Geometry (Å):
C (2.388, 4.984, -1.034)  -0.11
C (2.374, 3.367, -1.235)  -0.32
N (1.024, 3.014, -1.784)  -0.14
Si (0.434, 1.428, -1.159)  0.33
C (-0.613, 0.663, -2.588)  -0.29
C (-1.485, 1.745, -3.394)  -0.73
C (-2.957, 1.990, -2.798)  -0.17
Br (-1.761, 1.231, -5.330)  0.58
O (1.833, 0.501, -0.730)  -0.31
Si (1.575, -0.510, 0.641)  0.43
C (0.018, -1.615, 0.558)  -0.29
C (0.178, -2.944, -0.358)  -0.22
C (-0.386, -4.273, 0.400)  -0.21
S (0.657, -5.775, 0.131)  0.74
O (1.056, -6.273, 1.508)  -0.36
O (1.851, -5.565, -0.753)  -0.34
O (-0.222, -7.058, -0.560)  -0.21
C (3.106, -1.712, 0.709)  -0.22
C (2.902, -2.936, 1.715)  -0.77
O (3.417, -4.035, 1.388)  -0.06
I (1.859, -2.878, 3.618)  0.94
P (1.723, 0.675, 2.543)  0.53
O (1.858, 2.191, 2.192)  -0.43
O (0.352, 0.503, 3.527)  -0.28
O (3.194, 0.285, 3.359)  -0.28
P (-0.946, 1.855, 0.510)  0.79
C (-1.240, 3.750, 0.421)  -0.28
O (-2.510, 1.186, 0.268)  -0.42
H (1.704, 5.235, -0.137)  0.07
H (2.041, 5.532, -1.976)  0.07
H (3.439, 5.339, -0.714)  0.07
H (3.233, 3.064, -1.936)  0.12
H (2.600, 2.930, -0.206)  0.08
H (1.162, 2.921, -2.810)  0.08
H (-1.345, -0.083, -2.106)  0.07
H (0.058, 0.097, -3.333)  0.08
H (-0.980, 2.782, -3.441)  0.08
H (-3.361, 1.072, -2.224)  0.08
H (-3.712, 2.204, -3.630)  0.06
H (-2.945, 2.876, -2.056)  0.08
H (-0.258, -1.964, 1.628)  0.04
H (-0.927, -1.084, 0.170)  0.04
H (-0.525, -2.813, -1.266)  0.12
H (1.220, -3.091, -0.793)  0.09
H (-0.526, -4.088, 1.528)  0.09
H (-1.451, -4.490, 0.004)  0.12
H (0.506, -7.653, -0.881)  0.10
H (3.983, -1.073, 1.070)  0.10
H (3.292, -2.181, -0.329)  0.11
H (-0.148, 1.357, 3.448)  0.06
H (3.842, 1.020, 3.214)  0.08
H (-2.346, 3.901, 0.700)  0.05
H (-1.150, 4.069, -0.681)  0.03
H (-0.522, 4.332, 1.089)  0.05
H (-2.583, 0.274, 0.620)  -0.05
C (-4.845, -0.787, 2.567)  -1.60
Br (-6.298, -1.758, 3.407)  0.58
Br (-3.993, 0.445, 3.797)  0.58
Br (-3.559, -1.986, 1.744)  0.61
H (-5.281, -0.190, 1.767)  -0.02